ORCA calculation (ωB97M-V/def2-TZVPD) on a 9-piece molecular cluster, C82H79F14N3S overall at a distorted geometry.

```
! wB97M-V def2-TZVPD RIJCOSX def2/J DEFGRID3
* xyz 0 1
C -4.4700 1.0108 2.0651
C -3.5594 0.1705 1.5613
C -2.9308 -0.8946 2.3942
C -1.5667 -0.7625 2.5853
C -0.8603 -1.6372 3.3953
C -1.5529 -2.6763 3.9924
C -2.9168 -2.8346 3.8012
C -3.6313 -1.9439 3.0053
C -5.0927 -2.1440 2.8564
C -5.7403 -1.9694 1.6351
C -7.1083 -2.1810 1.6087
C -7.7983 -2.5324 2.7584
N -7.1865 -2.7125 3.9302
C -5.8715 -2.5306 3.9475
S -0.7180 -3.8315 5.0308
C 0.9119 -3.6909 4.3648
C 1.7623 -4.7762 4.4799
F 1.3143 -5.9023 5.0536
C 3.0510 -4.7149 4.0245
C 3.5280 -3.5493 3.4231
C 4.9701 -3.5633 2.9701
C 5.9471 -3.9471 4.0957
C 7.3891 -3.6631 3.6741
C 5.6406 -3.1739 5.3893
C 2.6800 -2.4547 3.2760
C 3.1241 -1.1629 2.6312
C 2.4856 -0.9216 1.2459
C 3.3427 -1.4472 0.1154
F 3.1751 -2.8065 0.0659
F 4.6750 -1.2582 0.3090
C 2.9508 -0.9557 -1.2998
F 1.6896 -1.4212 -1.5108
F 3.7281 -1.5444 -2.2284
C 2.8583 0.5789 -1.5574
F 1.7239 1.0438 -0.9936
F 2.7357 0.7486 -2.8908
C 4.0013 1.5134 -1.0652
F 4.1350 1.4473 0.2743
F 3.5714 2.7721 -1.3467
C 5.3769 1.3970 -1.7622
F 5.2537 1.7348 -3.0618
F 5.8523 0.1401 -1.6995
C 6.4750 2.3310 -1.1617
F 7.5944 2.1034 -1.8733
F 6.1625 3.6166 -1.2956
F 6.7372 2.0284 0.1095
C 1.3592 -2.5286 3.7533
N 0.5335 -1.3856 3.5786
N 0.7038 -0.4198 4.6598
C 0.7553 0.9742 4.1888
C -0.4741 1.7955 4.5905
C -0.1069 3.2767 4.7927
H -4.5139 2.0559 1.7804
H -5.1930 0.6986 2.8124
H -3.2646 0.2710 0.5207
H -1.0490 0.0608 2.1121
H -3.4133 -3.6684 4.2782
H -5.2002 -1.6832 0.7459
H -7.6516 -2.0720 0.6780
H -8.8695 -2.6848 2.7261
H -5.3756 -2.6899 4.8985
H 3.7020 -5.5717 4.1273
H 5.0904 -4.2478 2.1287
H 5.2976 -2.5799 2.6401
H 5.8629 -5.0128 4.3167
H 8.0652 -4.2052 4.3363
H 7.6024 -3.9452 2.6434
H 7.6314 -2.6066 3.8044
H 6.5358 -3.0491 5.9959
H 4.9347 -3.7406 5.9979
H 5.1753 -2.2102 5.1806
H 4.2023 -1.0563 2.6080
H 2.7733 -0.3464 3.2593
H 1.5526 -1.4783 1.2202
H 2.2646 0.1357 1.1487
H 1.5726 -0.6497 5.1236
H 0.8345 0.9562 3.0975
H 1.6804 1.4388 4.5406
H -1.1417 1.7905 3.7283
H -0.9610 1.3692 5.4630
H -0.8272 3.8114 5.4065
H -0.0667 3.7596 3.8151
H 0.8932 3.3585 5.2206
C -0.1480 6.8705 7.8321
C 0.7857 6.2663 7.0017
C 1.2693 6.9435 5.8912
C 0.8169 8.2250 5.6092
C -0.1220 8.8270 6.4356
C -0.6037 8.1504 7.5477
H -0.5208 6.3430 8.7011
H 1.1353 5.2655 7.2206
H 1.9987 6.4722 5.2448
H 1.1954 8.7547 4.7445
H -0.4783 9.8244 6.2130
H -1.3346 8.6207 8.1929
C 2.9175 -1.7956 -7.8135
C 3.4748 -0.5701 -8.1513
C 3.9868 0.2558 -7.1613
C 3.9373 -0.1412 -5.8322
C 3.3723 -1.3623 -5.4899
C 2.8656 -2.1898 -6.4840
H 2.5239 -2.4433 -8.5863
H 3.5106 -0.2597 -9.1879
H 4.4276 1.2094 -7.4240
H 4.3423 0.5025 -5.0625
H 3.3319 -1.6760 -4.4586
H 2.4277 -3.1440 -6.2204
C 9.6872 -0.8036 -6.7156
C 8.3320 -1.1028 -6.6958
C 7.5371 -0.6581 -5.6479
C 8.1005 0.0827 -4.6192
C 9.4571 0.3765 -4.6341
C 10.2506 -0.0657 -5.6832
H 10.3052 -1.1458 -7.5358
H 7.8932 -1.6825 -7.4979
H 6.4801 -0.8896 -5.6370
H 7.4825 0.4313 -3.8045
H 9.8953 0.9509 -3.8276
H 11.3083 0.1643 -5.6968
C -7.7846 -0.4889 -3.8231
C -6.4396 -0.7890 -3.6606
C -5.8138 -0.5291 -2.4490
C -6.5318 0.0327 -1.4027
C -7.8761 0.3385 -1.5669
C -8.5025 0.0769 -2.7774
H -8.2744 -0.6955 -4.7658
H -5.8784 -1.2237 -4.4775
H -4.7640 -0.7646 -2.3214
H -6.0414 0.2338 -0.4571
H -8.4345 0.7803 -0.7514
H -9.5507 0.3135 -2.9066
C -2.8551 1.7130 -3.6894
C -1.7678 2.2637 -4.3539
C -1.9610 3.2975 -5.2596
C -3.2410 3.7773 -5.5026
C -4.3283 3.2207 -4.8431
C -4.1359 2.1884 -3.9353
H -2.7032 0.9098 -2.9785
H -0.7700 1.8876 -4.1662
H -1.1137 3.7292 -5.7765
H -3.3908 4.5849 -6.2076
H -5.3270 3.5908 -5.0365
H -4.9817 1.7560 -3.4191
C 4.3039 1.4039 -13.4793
C 4.8631 2.6283 -13.8169
C 5.3744 3.4552 -12.8263
C 5.3237 3.0592 -11.4972
C 4.7579 1.8379 -11.1593
C 4.2494 1.0096 -12.1497
H 3.9103 0.7567 -14.2524
H 4.9009 2.9384 -14.8532
H 5.8129 4.4089 -13.0903
H 5.7246 3.7025 -10.7245
H 4.7147 1.5313 -10.1219
H 3.8100 0.0557 -11.8863
C -10.2964 -6.1496 0.2893
C -10.0772 -5.5179 1.5056
C -11.1282 -5.3339 2.3931
C -12.4008 -5.7788 2.0624
C -12.6219 -6.4041 0.8432
C -11.5698 -6.5907 -0.0428
H -9.4749 -6.2976 -0.3997
H -9.0847 -5.1696 1.7632
H -10.9551 -4.8444 3.3432
H -13.2204 -5.6379 2.7552
H -13.6151 -6.7470 0.5834
H -11.7423 -7.0802 -0.9926
C -4.2328 1.6818 6.6746
C -3.8013 2.9908 6.5104
C -3.3711 3.7251 7.6070
C -3.3788 3.1507 8.8707
C -3.8186 1.8444 9.0368
C -4.2441 1.1093 7.9389
H -4.5597 1.1072 5.8167
H -3.7971 3.4374 5.5237
H -3.0295 4.7446 7.4763
H -3.0422 3.7214 9.7268
H -3.8286 1.3983 10.0229
H -4.5840 0.0899 8.0682
*
```

Results
SMILES string: C=Cc1cc2c(cc1-c1cccnc1)Sc1c(F)cc(CC(C)C)c(CCC(F)(F)C(F)(F)C(F)(F)C(F)(F)C(F)(F)C(F)(F)F)c1N2NCCC.c1ccccc1.c1ccccc1.c1ccccc1.c1ccccc1.c1ccccc1.c1ccccc1.c1ccccc1.c1ccccc1
Energy above the lowest of the compared OMol25 structures with the same formula, charge and spin (kcal/mol): 0.0
E (Eh): -5132.5828
Max |F| (eV/A): 1.20
LUMO level (eV): 0.3